Computed, not measured: 3 unconnected molecules or ions with the total composition C4H14O3 at a distorted geometry, with wB97M-V/def2-TZVPD.

Its total charge is 0. For the HOMO-LUMO gap, the calculation gives 10.33 eV. The lowest unoccupied orbital energy comes out at 0.45 eV. Its SMILES is CC[C@H](C)O.O.O. The calculation puts the energy relative to the best compared isomer or geometry (same formula, charge and spin) at 1.102 eV.

XYZ file:
```
21
Properties=species:S:1:pos:R:3:forces:R:3:nbo_charge:R:1
C 0.99657 -0.36244 -0.97595 1.520 -0.039 1.117 -0.606
C 1.35618 -0.18106 0.54848 -0.938 0.534 -0.246 -0.409
C 1.34585 1.29430 0.99355 -0.982 0.191 -0.526 0.106
C 1.75276 1.49026 2.43136 -0.667 0.528 0.011 -0.635
O 0.00423 1.80307 0.85909 -0.071 -0.105 -0.236 -0.748
H 0.27715 -1.15917 -1.05482 -0.183 -0.262 -0.439 0.206
H 1.94385 -0.59822 -1.50994 -0.746 -0.191 0.162 0.197
H 0.62761 0.53493 -1.44339 -0.467 0.338 0.093 0.212
H 0.66237 -0.73049 1.22175 0.361 0.207 -0.531 0.205
H 2.35521 -0.56252 0.69298 0.326 -0.252 0.292 0.196
H 2.06260 1.78692 0.32487 -0.224 0.431 0.035 0.153
H 1.61421 2.52287 2.81405 0.789 -0.178 -0.847 0.218
H 1.02128 1.02001 3.10169 0.624 -0.899 -0.207 0.219
H 2.77568 1.13088 2.39716 0.222 -0.034 1.270 0.207
H -0.09835 2.57195 0.28638 0.448 -0.272 0.068 0.478
O -3.11411 -0.35873 -0.61335 -0.022 -0.923 -0.671 -0.932
H -2.65888 -1.20685 -0.76714 0.179 0.486 0.569 0.470
H -3.75181 -0.50323 -1.32798 -0.201 0.610 0.214 0.461
O -3.13463 -2.62650 -2.34808 0.874 -0.327 -0.032 -0.964
H -2.26774 -3.01264 -2.59888 -1.003 0.301 0.016 0.483
H -3.77003 -2.85333 -3.03181 0.162 -0.145 -0.114 0.483
```
Positions in Å, forces in eV/Å.

Computed, not measured: C10H13NS in the gas phase at a distorted geometry, with wB97M-V/def2-TZVPD.

Its total charge is 0. For the HOMO-LUMO gap (spin up / spin down), the calculation gives 7.22 / 7.22 eV. The lowest unoccupied orbital energy (spin up / spin down) comes out at -0.08 / -0.08 eV. The calculation puts the energy relative to the best compared isomer or geometry (same formula, charge and spin) at 5.811 eV.

XYZ file:
```
25
Properties=species:S:1:pos:R:3:forces:R:3:nbo_charge:R:1
C 1.87201 1.10310 1.27789 -0.867 -0.533 0.557 0.039
C 0.51287 2.09930 -0.72306 -0.318 -1.105 -0.303 -0.400
C -0.14414 2.37859 -1.82735 -2.402 -4.412 2.330 -0.496
C 2.11256 -2.89914 0.08949 -0.287 2.879 -0.724 -0.373
C -3.24250 0.79374 0.11308 -0.495 -0.685 -3.807 -0.423
C 1.90538 -1.69834 -0.47911 1.729 -1.711 -0.714 -0.171
C -2.18514 0.72224 0.86305 2.168 0.415 2.779 -0.131
C 0.12738 -0.30587 0.51999 -0.965 2.223 0.828 0.412
C 0.52528 -1.19595 -0.62867 -1.097 -0.274 -0.386 -0.537
C -1.28675 -0.48505 1.11518 -0.452 1.106 -4.883 -0.511
N 1.00389 0.17798 1.38574 0.971 0.700 -1.594 -0.437
S 1.85416 2.57175 0.10670 0.157 -1.154 1.295 0.315
H 2.61195 0.97920 2.03019 1.205 0.800 0.377 0.203
H -0.13075 3.13180 -2.48545 0.662 2.846 -2.349 0.183
H -1.01414 1.63062 -1.98043 1.059 1.350 -0.103 0.181
H 3.08805 -3.13187 0.32814 1.970 -1.079 0.151 0.194
H 1.33641 -3.45807 0.50611 -1.185 -0.884 0.530 0.185
H -3.49316 1.81407 -0.05608 -1.143 0.578 -0.041 0.207
H -3.52645 0.10067 -0.78401 0.339 0.753 2.277 0.198
H 2.81760 -1.21636 -0.97204 -1.591 -0.159 0.978 0.221
H -1.91930 1.66120 1.39256 -0.036 -0.710 -0.198 0.203
H 0.39091 -0.74712 -1.62741 -0.229 0.271 0.521 0.268
H -0.23042 -2.03290 -0.56307 1.045 0.478 -0.262 0.222
H -1.25252 -0.88660 2.07090 -0.094 -0.675 1.759 0.240
H -1.73322 -1.10699 0.32763 -0.145 -1.018 0.981 0.209
```
Positions in Å, forces in eV/Å.

Computed, not measured: C8H12O in the gas phase at a distorted geometry, with wB97M-V/def2-TZVPD.

Its total charge is 0. For the HOMO-LUMO gap, the calculation gives 8.21 eV. The lowest unoccupied orbital energy comes out at 0.92 eV. Its SMILES is CC1=C(C)[C@@]2(C)O[C@@]12C. The calculation puts the energy relative to the best compared isomer or geometry (same formula, charge and spin) at 3.824 eV.

XYZ file:
```
21
Properties=species:S:1:pos:R:3:forces:R:3:nbo_charge:R:1
C 0.61754 -0.07174 -2.36146 -0.568 -0.214 0.270 -0.661
C 0.13369 -0.22344 -0.94157 -1.251 -0.966 -0.288 0.039
C -1.00368 0.11025 -0.30553 -0.156 -0.035 -0.621 -0.037
C -2.31663 0.71401 -0.73401 0.407 -0.528 -0.337 -0.655
C -0.49859 -0.36512 1.05059 3.039 0.173 -0.059 0.264
C -0.41664 0.54515 2.22054 0.019 0.346 0.261 -0.657
O -0.07386 -1.67759 1.22581 -1.398 -1.378 -2.362 -0.455
C 0.76275 -0.96902 0.23346 -0.762 2.810 2.879 0.149
C 2.16946 -0.74454 0.65262 0.602 -0.351 -0.113 -0.651
H 0.11977 -0.81955 -2.98759 0.224 -0.120 -0.015 0.228
H 0.30616 0.89365 -2.77194 0.212 -0.006 0.149 0.223
H 1.69845 -0.19557 -2.44640 -0.122 0.077 0.005 0.225
H -2.91094 1.07350 0.10778 0.098 0.010 -0.114 0.223
H -2.89137 -0.03749 -1.28870 -0.151 0.031 0.253 0.225
H -2.15444 1.51668 -1.45852 0.034 0.126 0.228 0.223
H 0.19275 1.42692 1.98951 -0.116 -0.004 -0.011 0.221
H -1.42044 0.89651 2.48469 0.100 0.034 0.062 0.215
H 0.00775 0.05156 3.09849 -0.029 -0.029 -0.202 0.232
H 2.78434 -1.52020 0.17956 0.240 0.141 0.104 0.213
H 2.33070 -0.82998 1.72963 -0.222 -0.006 -0.062 0.226
H 2.56320 0.22601 0.32303 -0.199 -0.112 -0.027 0.211
```
Positions in Å, forces in eV/Å.

Computed, not measured: a molecular structure, C19H32BBeN2O2 at a distorted geometry, with wB97M-V/def2-TZVPD.

Its total charge is +2. For the HOMO-LUMO gap (spin up / spin down), the calculation gives 5.94 / 4.52 eV. As for the expectation value of S²: 1.76. As for the spin multiplicity: 2. The lowest unoccupied orbital energy (spin up / spin down) comes out at -8.30 / -9.71 eV.

XYZ file:
```
57
Properties=species:S:1:pos:R:3:forces:R:3:nbo_charge:R:1
C 3.50376 2.73354 1.36648 1.026 1.092 -0.225 -0.435
N 2.46060 2.13592 0.42604 1.500 -1.503 1.593 -0.787
C 3.31762 1.42378 -0.62127 0.371 -0.528 -0.723 -0.435
B 1.79680 1.02225 1.17075 1.011 -0.110 1.007 1.231
O 2.43517 0.57902 2.41226 -1.996 -0.541 -2.202 -0.915
C 0.43759 0.23225 0.67293 0.408 -1.222 -0.100 -0.418
C 0.96054 -1.27292 0.27042 -0.187 0.524 -0.123 -0.407
C -0.23208 -2.34296 0.10460 1.025 -0.575 -1.513 -0.497
C 0.19107 -3.30864 -1.13240 -1.311 -1.256 -1.505 0.235
C 1.69245 -3.77086 -1.39573 -0.985 -1.400 -2.361 -0.138
C 2.10013 -4.65225 -2.59871 -3.779 2.000 1.641 -0.216
C 0.95316 -5.08309 -3.58372 0.328 1.524 2.496 0.005
C -0.54539 -4.65265 -3.31322 0.791 2.023 2.901 -0.096
C -0.96440 -3.75640 -2.09775 4.324 -2.086 -1.995 -0.250
C -0.54936 0.14386 1.94942 -0.225 1.225 -0.176 -0.428
C -2.00859 0.79795 1.65194 -0.199 -1.523 2.926 0.112
C -2.60711 1.16299 3.12472 -0.301 -0.912 -1.338 -0.519
C -3.05848 -0.22425 0.99691 -0.190 -0.603 0.405 -0.657
N -1.85799 2.10689 0.94637 -1.540 -1.040 -0.931 -0.104
O -2.92555 2.87348 1.03427 1.441 -0.264 0.300 -0.341
C -1.33019 1.98223 -0.44364 1.852 1.461 -2.812 0.082
C -2.47646 1.84012 -1.58651 -0.315 -0.537 -0.669 -0.636
C -0.58991 3.40958 -0.76811 -1.863 0.673 -0.044 -0.610
C -0.21824 0.84150 -0.66563 0.704 -0.296 0.417 -0.420
H 3.06147 3.07808 2.36022 0.571 -0.603 -1.399 0.212
H 4.39359 2.00994 1.53705 -1.638 1.078 0.059 0.202
H 3.96239 3.64994 0.83731 -0.823 -1.310 0.846 0.218
H 4.39678 1.84298 -0.62790 -1.977 -0.520 -0.038 0.246
H 3.44014 0.30672 -0.32821 -0.079 1.564 -0.772 0.178
H 2.88419 1.52985 -1.67932 0.602 -0.283 1.576 0.214
H 2.06740 -0.30716 2.66645 0.470 1.304 -0.023 0.485
H 1.48622 -1.13051 -0.75331 -0.696 -0.371 1.710 0.232
H 1.71929 -1.67641 1.03582 -1.048 0.615 -1.211 0.226
H -1.19991 -1.83112 -0.23964 1.394 -0.870 0.716 0.243
H -0.40640 -2.96944 1.06175 0.248 0.955 -1.634 0.276
H 2.45942 -3.38835 -0.62127 -1.268 -0.865 -1.584 0.264
H 3.20098 -4.91312 -2.73765 -1.875 0.260 0.058 0.287
H 1.22584 -5.71753 -4.50797 -0.649 1.150 1.663 0.275
H -1.36064 -4.97249 -4.04240 1.378 0.376 1.077 0.270
H -2.05524 -3.46269 -1.95276 1.802 -0.429 -0.146 0.272
H -0.63853 -0.90945 2.41063 -0.110 1.616 -0.902 0.242
H -0.10057 0.80174 2.79601 -0.665 -1.071 -1.262 0.220
H -2.15914 2.19773 3.37213 -0.630 -0.935 0.379 0.036
H -2.25111 0.39867 3.89368 -0.530 1.236 -0.971 0.256
H -3.75927 1.22033 3.07412 2.025 0.268 0.381 0.270
H -2.87647 -0.46644 -0.10445 -0.290 0.626 1.482 0.229
H -2.95597 -1.22810 1.56893 -0.062 1.691 -0.840 0.240
H -4.15132 0.10929 1.18354 1.895 -0.319 -0.631 0.257
H -3.53243 1.71176 -1.17118 1.500 0.399 -0.422 0.245
H -2.28216 0.90902 -2.25042 -0.199 1.467 1.248 0.218
H -2.46505 2.72940 -2.32742 -0.042 -1.381 1.522 0.253
H -0.08943 3.86811 0.15375 -0.204 -0.884 -1.382 0.207
H -1.45630 4.12919 -1.04574 1.514 -0.998 0.557 0.234
H 0.07648 3.35847 -1.69467 -0.754 -0.072 1.607 0.248
H 0.64790 1.32873 -1.26124 -1.528 -0.819 1.013 0.262
H -0.57959 -0.02811 -1.33854 0.146 1.463 1.194 0.210
Be -1.18771 3.59962 2.81226 -0.368 -0.460 -0.840 0.919
```
Positions in Å, forces in eV/Å.